(1)
{"formula": "C4H6ClNO3", "method": "ωB97M-V/def2-TZVPD", "symbols": ["C", "C", "C", "C", "N", "O", "O", "O", "Cl", "H", "H", "H", "H", "H", "H"], "coordinates": [[1.37, -2.06, -0.94], [1.37, -2.08, 0.42], [-2.58, 1.61, 0.06], [1.26, 0.33, 0.56], [0.21, 1.08, 0.28], [0.30, 2.16, -0.19], [-1.31, 0.72, 0.55], [1.11, -0.86, 1.20], [2.67, 0.87, -0.11], [1.61, -2.90, -1.50], [1.24, -1.14, -1.42], [1.35, -2.91, 1.22], [-3.09, 2.16, 0.95], [-2.16, 2.13, -0.78], [-3.34, 0.87, -0.30]], "lumo_ev": [0.72, -1.90], "homo_energy_ev": [-5.8, -9.7], "e_above_lowest_ev": 4.215, "s2": 2.02, "multiplicity": 3}


(2)
{"formula": "C41H42MoP2S", "method": "ωB97M-V/def2-TZVPD", "symbols": ["Mo", "C", "C", "C", "C", "C", "C", "C", "C", "C", "H", "H", "H", "H", "H", "H", "H", "H", "H", "H", "H", "H", "H", "H", "H", "P", "P", "C", "C", "C", "C", "C", "C", "C", "C", "C", "C", "C", "C", "C", "C", "C", "C", "C", "C", "C", "C", "C", "C", "C", "C", "C", "C", "H", "H", "H", "H", "H", "H", "H", "H", "H", "H", "H", "H", "H", "H", "H", "H", "H", "H", "H", "H", "H", "H", "S", "C", "C", "C", "C", "C", "C", "H", "H", "H", "H", "H"], "coordinates": [[0.82, -3.00, 2.35], [1.28, -4.18, 4.35], [2.24, -3.42, 3.64], [3.37, -4.09, 2.94], [2.92, -5.17, 1.98], [1.69, -4.63, 1.30], [0.37, -4.92, 1.89], [0.22, -5.96, 2.94], [0.96, -5.61, 4.26], [0.43, -0.77, -1.18], [0.94, -3.72, 5.26], [2.43, -2.42, 4.03], [4.15, -4.50, 3.61], [3.81, -3.28, 2.34], [3.69, -5.37, 1.22], [2.79, -6.14, 2.49], [1.77, -4.55, 0.22], [-0.50, -4.69, 1.29], [0.55, -6.92, 2.57], [-0.84, -6.06, 3.19], [0.32, -5.96, 5.09], [1.82, -6.31, 4.33], [0.01, -1.13, -0.24], [-0.45, -0.35, -1.64], [1.20, -0.04, -0.92], [2.34, -0.87, 1.24], [1.00, -2.21, -2.01], [3.12, -1.87, -0.01], [2.55, -2.52, -1.09], [3.38, 0.39, 2.11], [4.62, -0.07, 2.58], [5.49, 0.80, 3.22], [5.13, 2.16, 3.37], [3.83, 2.59, 3.06], [2.93, 1.70, 2.48], [0.08, -1.77, 3.65], [-0.91, -2.79, 3.83], [-1.82, -2.70, 4.87], [-1.50, -1.73, 5.81], [-0.41, -0.85, 5.70], [0.41, -0.83, 4.60], [1.48, -2.10, -3.74], [2.56, -1.25, -4.01], [3.26, -1.43, -5.20], [2.86, -2.37, -6.14], [1.69, -3.10, -5.93], [0.98, -2.97, -4.73], [-0.45, -3.41, -1.85], [-1.73, -2.94, -1.54], [-2.81, -3.79, -1.26], [-2.63, -5.16, -1.23], [-1.38, -5.67, -1.55], [-0.33, -4.81, -1.89], [4.19, -1.93, 0.25], [3.11, -3.42, -1.41], [4.85, -1.13, 2.45], [6.43, 0.38, 3.61], [5.83, 2.82, 3.91], [3.50, 3.60, 3.34], [1.88, 2.00, 2.37], [-0.96, -3.64, 3.11], [-2.73, -3.32, 4.91], [-2.11, -1.63, 6.69], [-0.13, -0.14, 6.48], [1.25, -0.16, 4.46], [2.87, -0.53, -3.24], [4.18, -0.87, -5.32], [3.52, -2.60, -6.98], [1.39, -3.84, -6.66], [0.08, -3.58, -4.55], [-1.87, -1.88, -1.51], [-3.79, -3.36, -1.05], [-3.47, -5.83, -1.04], [-1.24, -6.75, -1.51], [0.62, -5.28, -2.11], [-1.26, -0.34, 1.84], [-1.38, 1.10, 1.03], [-0.19, 1.76, 0.65], [-0.22, 2.81, -0.25], [-1.46, 3.24, -0.75], [-2.66, 2.69, -0.28], [-2.64, 1.65, 0.64], [0.76, 1.36, 1.01], [0.71, 3.27, -0.58], [-1.49, 4.04, -1.49], [-3.61, 3.09, -0.64], [-3.54, 1.21, 1.05]], "lumo_ev": [-6.33, -7.52], "homo_energy_ev": [-12.9, -12.7], "e_above_lowest_ev": 4.477, "charge": 2, "s2": 2.25, "multiplicity": 3}


(3)
{"formula": "C31H25IO3OsP", "method": "ωB97M-V/def2-TZVPD", "symbols": ["Os", "I", "C", "C", "C", "C", "C", "C", "C", "C", "C", "P", "C", "C", "C", "C", "C", "C", "C", "C", "C", "C", "C", "C", "C", "H", "H", "H", "H", "H", "H", "H", "H", "H", "H", "H", "H", "H", "H", "H", "H", "C", "O", "C", "C", "C", "C", "C", "C", "O", "C", "O", "C", "H", "H", "H", "H", "H", "H", "H", "H", "H"], "coordinates": [[0.51, 0.78, -0.26], [1.52, -0.22, -2.54], [2.03, -2.17, -1.96], [3.26, -2.53, -2.54], [3.78, -3.80, -2.38], [3.04, -4.73, -1.65], [1.82, -4.39, -1.07], [1.13, -5.41, -0.38], [-0.11, -5.17, 0.19], [-0.63, -3.89, 0.14], [0.02, -2.83, -0.51], [-0.88, -1.22, -0.31], [-1.89, -1.41, 1.15], [-3.27, -1.56, 1.06], [-4.01, -1.74, 2.22], [-3.38, -1.78, 3.45], [-2.00, -1.62, 3.55], [-1.25, -1.43, 2.40], [-1.93, -1.08, -1.77], [-2.54, 0.16, -1.99], [-3.36, 0.33, -3.09], [-3.57, -0.72, -3.97], [-2.97, -1.95, -3.75], [-2.15, -2.14, -2.65], [1.26, -3.07, -1.18], [3.82, -1.81, -3.12], [4.73, -4.06, -2.82], [3.42, -5.74, -1.53], [1.57, -6.40, -0.33], [-0.66, -5.96, 0.69], [-1.58, -3.70, 0.62], [-3.77, -1.55, 0.10], [-5.09, -1.86, 2.16], [-3.96, -1.92, 4.35], [-1.51, -1.66, 4.51], [-0.18, -1.30, 2.47], [-2.39, 0.98, -1.29], [-3.84, 1.29, -3.26], [-4.22, -0.58, -4.82], [-3.15, -2.77, -4.43], [-1.69, -3.11, -2.48], [4.25, 6.60, -0.58], [3.36, 6.64, 0.56], [2.58, 5.63, 0.83], [1.76, 5.79, 1.98], [0.92, 4.80, 2.35], [0.82, 3.58, 1.61], [-0.01, 2.56, 2.06], [-0.83, 2.65, 3.30], [-0.13, 1.41, 1.44], [1.65, 3.45, 0.44], [1.62, 2.35, -0.32], [2.51, 4.45, 0.06], [4.77, 7.55, -0.56], [3.68, 6.52, -1.50], [4.96, 5.78, -0.47], [1.84, 6.72, 2.53], [0.31, 4.93, 3.23], [-0.21, 2.92, 4.16], [-1.31, 1.69, 3.49], [-1.60, 3.42, 3.19], [3.12, 4.31, -0.82]], "lumo_ev": [-9.59, -12.52], "homo_energy_ev": [-16.6, -16.5], "e_above_lowest_ev": 0.000, "charge": 3, "s2": 6.05, "multiplicity": 5}


(4)
{"formula": "C4H9NO", "method": "ωB97M-V/def2-TZVPD", "symbols": ["C", "C", "C", "C", "N", "O", "H", "H", "H", "H", "H", "H", "H", "H", "H"], "coordinates": [[0.52, 0.47, 0.90], [-0.83, -0.39, -0.82], [-1.76, 0.30, -0.08], [1.81, 0.86, 0.25], [-0.75, -1.78, -0.86], [-0.21, 1.36, 1.46], [0.54, -0.55, 1.33], [-0.45, 0.08, -1.73], [0.19, -2.13, -1.06], [-1.12, -2.23, -0.02], [-2.05, 1.31, -0.34], [-2.33, -0.19, 0.70], [2.55, 1.08, 1.03], [2.20, 0.05, -0.38], [1.67, 1.76, -0.36]], "lumo_ev": 0.53, "homo_energy_ev": -7.9, "e_above_lowest_ev": 3.474, "smiles": "C=CN.CC=O"}


(5)
{"formula": "C14H43Ag2O16", "method": "ωB97M-V/def2-TZVPD", "symbols": ["Ag", "Ag", "O", "C", "O", "O", "H", "C", "O", "H", "H", "H", "H", "C", "O", "H", "H", "H", "H", "C", "O", "H", "H", "H", "H", "C", "C", "O", "O", "H", "H", "H", "H", "H", "H", "C", "C", "O", "O", "H", "H", "H", "H", "H", "H", "C", "C", "O", "O", "H", "H", "H", "H", "H", "H", "C", "C", "O", "O", "H", "H", "H", "H", "H", "H", "C", "C", "O", "O", "H", "H", "H", "H", "H", "H"], "coordinates": [[11.97, 20.02, -0.18], [12.73, 16.89, -2.05], [12.48, 20.22, -4.49], [12.60, 19.26, -3.60], [12.13, 19.37, -2.44], [13.30, 18.32, -4.01], [13.22, 19.83, -4.97], [12.93, 18.08, -7.84], [13.25, 18.66, -9.09], [11.91, 17.70, -7.69], [13.59, 17.23, -7.68], [13.11, 18.91, -7.16], [12.49, 18.56, -9.66], [9.21, 21.02, -5.16], [9.86, 21.31, -3.90], [8.94, 20.00, -5.40], [8.24, 21.46, -5.35], [9.89, 21.39, -5.93], [10.69, 20.83, -3.90], [11.91, 23.73, -5.25], [11.01, 24.24, -4.28], [12.79, 24.36, -5.12], [12.09, 22.66, -5.15], [11.53, 23.78, -6.27], [10.36, 23.53, -4.29], [14.71, 21.73, -7.65], [15.95, 22.47, -7.05], [15.54, 23.66, -6.39], [14.31, 22.39, -8.80], [13.97, 21.53, -6.88], [15.06, 20.72, -7.89], [16.67, 22.81, -7.80], [16.54, 21.91, -6.32], [14.86, 23.92, -7.02], [13.39, 22.23, -9.04], [16.76, 18.92, -6.02], [17.69, 19.16, -4.84], [17.45, 18.04, -3.93], [15.52, 19.61, -5.66], [16.66, 17.86, -6.24], [17.19, 19.35, -6.93], [17.62, 20.13, -4.35], [18.74, 19.25, -5.10], [18.00, 18.10, -3.15], [15.29, 19.46, -4.74], [15.51, 23.63, -3.23], [15.15, 22.13, -3.31], [15.96, 21.35, -2.46], [15.08, 24.11, -1.97], [15.13, 24.16, -4.10], [16.58, 23.78, -3.32], [15.44, 21.85, -4.32], [14.19, 21.76, -2.96], [16.81, 21.81, -2.40], [15.28, 25.05, -1.99], [14.24, 14.10, -2.25], [14.91, 15.13, -3.30], [15.11, 16.40, -2.73], [13.14, 14.71, -1.39], [15.03, 13.75, -1.58], [13.93, 13.27, -2.90], [14.32, 15.18, -4.21], [15.83, 14.70, -3.70], [15.49, 16.95, -3.42], [12.64, 13.91, -1.21], [9.52, 22.39, -0.78], [10.04, 22.64, 0.63], [11.37, 22.04, 0.78], [9.46, 20.93, -1.03], [10.04, 22.82, -1.64], [8.52, 22.77, -0.99], [9.52, 22.12, 1.44], [9.90, 23.70, 0.86], [11.74, 22.47, 1.55], [9.78, 20.76, -1.92]], "lumo_ev": -3.84, "homo_energy_ev": -11.6, "charge": 1}


(6)
{"formula": "H18O9", "method": "ωB97M-V/def2-TZVPD", "symbols": ["O", "H", "H", "O", "H", "H", "O", "H", "H", "O", "H", "H", "O", "H", "H", "O", "H", "H", "O", "H", "H", "O", "H", "H", "O", "H", "H"], "coordinates": [[0.69, -17.50, 21.34], [0.44, -17.22, 22.22], [1.63, -17.65, 21.40], [-0.84, -19.16, 20.11], [-0.23, -18.61, 20.59], [-0.50, -20.05, 20.22], [-0.21, -12.51, 19.90], [0.29, -12.00, 19.27], [0.30, -13.32, 20.02], [2.04, -13.15, 21.57], [1.50, -12.36, 21.53], [2.67, -12.97, 22.26], [0.38, -15.51, 17.38], [0.66, -15.28, 18.27], [-0.26, -14.83, 17.16], [-2.29, -13.80, 20.88], [-1.54, -13.34, 20.48], [-2.41, -13.37, 21.72], [-2.33, -16.01, 19.04], [-1.84, -15.37, 19.56], [-2.59, -15.54, 18.25], [0.65, -15.09, 20.21], [0.45, -16.00, 20.43], [1.30, -14.83, 20.87], [1.84, -18.15, 18.30], [1.34, -18.05, 19.10], [2.76, -18.05, 18.57]], "lumo_ev": -0.39, "homo_energy_ev": -9.9, "e_above_lowest_ev": 2.787, "smiles": "O.O.O.O.O.O.O.O.O"}